[1]
A cluster of 6 separate species, C33H45BrF5N5O4S in total at a distorted geometry. Source: the OMol25 dataset; level of theory: ωB97M-V/def2-TZVPD.

Each line ends with the Mulliken charge.
Atoms and positions in Å:
C1 3.5608 1.0502 1.2839  -0.82
C2 2.9911 0.3288 -0.0939  -0.25
C3 3.1933 -1.3202 -0.0608  -0.41
C4 2.5747 -2.0196 1.2862  -0.66
C5 0.9071 -2.0599 1.3136  0.05
C6 0.2219 -2.0139 -0.1721  -0.46
C7 -1.3173 -2.6147 -0.2402  0.35
C8 -1.7981 -2.9971 -1.7959  0.79
F1 -3.0965 -3.7695 -1.7915  -0.21
F2 -0.7895 -3.9699 -2.3608  -0.26
C9 -2.0486 -1.6925 -2.7499  0.54
F3 -2.2343 -2.2353 -4.1487  -0.28
F4 -3.3442 -0.9696 -2.4630  -0.18
F5 -0.9163 -0.7425 -2.8401  -0.19
O1 -1.0757 -4.0046 0.2775  -0.23
S1 -1.9381 -4.2930 1.7606  1.12
O2 -1.0046 -4.8126 2.9109  -0.57
O3 -3.2211 -5.1624 1.7031  -0.53
O4 -2.1406 -2.6182 2.1853  -0.43
C10 -2.4466 -2.0768 0.8188  -0.29
C11 -3.0840 -0.5777 0.6893  -0.71
Br1 -3.8558 -0.1546 2.5310  -0.09
C12 -2.0237 0.6178 0.3357  0.25
C13 -2.9195 1.9834 -0.0273  -0.85
H1 3.8703 2.1513 0.9999  0.28
H2 2.7282 1.0008 2.1208  0.17
H3 4.5035 0.4628 1.6945  0.21
H4 3.6036 0.7105 -1.0322  0.36
H5 1.8637 0.6385 -0.2798  0.05
H6 2.8590 -1.8339 -1.0745  0.15
H7 4.3745 -1.4845 -0.0066  0.38
H8 2.9641 -1.5106 2.2878  0.25
H9 2.9914 -3.1313 1.3244  0.29
H10 0.6292 -2.9877 1.9694  0.07
H11 0.5836 -1.0637 1.8703  0.14
H12 0.3389 -0.9344 -0.6066  -0.08
H13 0.8781 -2.7214 -0.8744  0.41
H14 -3.3862 -2.7602 0.5427  0.34
H15 -4.0073 -0.5164 -0.0354  0.41
H16 -1.3293 0.9324 1.2252  0.33
H17 -1.3584 0.4308 -0.6095  -0.08
H18 -3.8657 2.1037 0.6499  0.09
H19 -3.3161 1.9402 -1.1520  0.22
H20 -2.2582 2.9451 0.0946  0.37
N1 4.7807 2.3298 4.7512  -0.01
C14 4.7411 3.6985 4.6921  -0.69
C15 6.0353 4.1579 4.5913  0.09
C16 6.8850 3.0260 4.5834  -0.71
C17 6.0838 1.9105 4.6803  -0.51
H21 3.9747 1.7239 4.8334  0.21
H22 3.7979 4.2271 4.7283  0.55
H23 6.3349 5.1960 4.5289  0.27
H24 7.9652 3.0248 4.5138  0.40
H25 6.3287 0.8570 4.7062  0.40
N2 -6.7916 2.9981 -0.2891  0.06
C18 -7.6495 4.0376 -0.5379  -0.53
C19 -7.9145 4.0567 -1.8891  -0.37
C20 -7.1957 2.9874 -2.4749  -0.60
C21 -6.5134 2.3488 -1.4637  -0.40
H26 -6.4222 2.7486 0.6192  0.21
H27 -7.9959 4.6740 0.2654  0.37
H28 -8.5572 4.7636 -2.3977  0.39
H29 -7.1782 2.7124 -3.5216  0.39
H30 -5.8544 1.4909 -1.4796  0.47
N3 4.6115 -4.4498 -2.8468  0.02
C22 3.8754 -3.9297 -3.8794  -0.53
C23 4.7504 -3.4016 -4.8022  -0.44
C24 6.0607 -3.6161 -4.3117  -0.36
C25 5.9454 -4.2677 -3.1043  -0.53
H31 4.2302 -4.8985 -2.0241  0.21
H32 2.7948 -3.9784 -3.8683  0.47
H33 4.4749 -2.9157 -5.7292  0.40
H34 6.9884 -3.3268 -4.7883  0.39
H35 6.6964 -4.6154 -2.4075  0.37
N4 4.4281 6.3192 2.4347  0.15
C26 4.9235 7.3092 3.2427  -0.27
C27 5.1871 8.4084 2.4563  -0.62
C28 4.8327 8.0714 1.1282  -0.40
C29 4.3643 6.7767 1.1442  -0.51
H36 4.1520 5.3958 2.7425  0.14
H37 5.0472 7.1467 4.3051  0.38
H38 5.5899 9.3516 2.8021  0.40
H39 4.9101 8.7052 0.2542  0.38
H40 3.9932 6.1431 0.3497  0.36
N5 -6.0606 -5.0734 -1.9245  0.08
C30 -7.2855 -5.6429 -2.1564  -0.53
C31 -8.0951 -4.6906 -2.7342  -0.47
C32 -7.3296 -3.5068 -2.8605  -0.64
C33 -6.0765 -3.7724 -2.3555  -0.29
H41 -5.2685 -5.5404 -1.5023  0.21
H42 -7.4762 -6.6738 -1.8897  0.39
H43 -9.1253 -4.8334 -3.0335  0.38
H44 -7.6570 -2.5624 -3.2759  0.42
H45 -5.1975 -3.1482 -2.2649  0.42

spin multiplicity: 1
max |F|: 6.5 eV/Å
structure (SMILES): CCCCCC[C@@]1(C(F)(F)C(F)(F)F)OS(=O)(=O)O[C@H]1[C@@H](Br)CC.c1cc[nH]c1.c1cc[nH]c1.c1cc[nH]c1.c1cc[nH]c1.c1cc[nH]c1
frontier orbital gap: 7.289 eV
lowest unoccupied orbital energy: -0.93 eV

---

[2]
A structure of composition C46H96AsF6NO32 at a distorted geometry. Source: the OMol25 dataset; level of theory: ωB97M-V/def2-TZVPD.

Each line ends with the Mulliken charge.
Atoms and positions in Å:
C1 -3.1608 -1.2806 -3.0620  -0.29
O1 -3.6070 -0.2643 -2.1901  -0.45
C2 -2.9111 0.9647 -2.1732  0.43
C3 -3.5130 1.7345 -1.0608  -0.65
N1 -3.2953 0.9904 0.2020  1.17
H1 -3.8777 0.1368 0.2076  0.35
H2 -2.3278 0.7247 0.1416  -0.88
C4 -3.5206 1.8886 1.4324  -0.64
C5 -3.5695 0.9992 2.6575  0.16
O2 -4.5876 0.0760 2.3956  -0.51
C6 -4.8718 -0.7065 3.5700  -0.45
H3 -3.8420 -2.0993 -2.8574  0.38
H4 -2.1103 -1.5410 -2.8677  -0.27
H5 -3.0985 -1.0501 -4.1395  0.35
H6 -3.0956 1.4740 -3.1347  0.69
H7 -1.8271 0.8303 -2.0751  -0.46
H8 -4.6131 1.9359 -1.1576  0.35
H9 -3.0747 2.7458 -1.0113  0.00
H10 -4.4541 2.4534 1.2934  0.72
H11 -2.7378 2.6286 1.4762  0.08
H12 -3.7462 1.6217 3.5298  0.65
H13 -2.6090 0.4622 2.8060  -0.37
H14 -3.9305 -1.1226 3.9526  -0.19
H15 -5.5669 -1.4810 3.2365  0.25
H16 -5.3704 -0.0611 4.3121  0.46
As1 0.6110 0.3110 0.5101  2.08
F1 1.6525 -0.7215 -0.4819  -0.54
F2 -0.6986 -0.5643 -0.0746  -0.88
F3 -0.5255 1.1426 1.3927  -0.49
F4 1.9925 1.2398 1.0048  -0.48
F5 0.3776 1.3901 -0.7900  0.01
F6 0.8130 -0.8161 1.8123  -0.48
C7 0.0284 2.6919 4.5360  0.16
C8 -1.0270 2.2496 5.5007  0.11
O3 -2.1739 3.1670 5.3894  -0.13
C9 -2.6236 3.6684 6.5499  0.58
O4 -2.3226 3.2598 7.6282  -0.56
O5 -3.5912 4.5339 6.2734  -0.33
C10 -4.2239 5.1759 7.3806  -0.73
H17 0.5688 3.4828 5.0529  0.47
H18 -0.4554 3.1168 3.6286  -0.32
H19 0.7085 1.8671 4.2931  -0.13
H20 -0.6058 2.2547 6.5186  0.66
H21 -1.4580 1.2846 5.3401  -0.61
H22 -4.8140 4.4397 7.9249  0.29
H23 -4.8509 5.9166 6.9734  0.24
H24 -3.4678 5.5853 7.9892  0.33
C11 4.4190 -2.1473 -1.6816  -0.76
C12 3.7881 -2.9680 -2.7784  0.31
O6 3.9064 -4.4779 -2.4005  -0.36
C13 3.5753 -5.3713 -3.2447  0.93
O7 3.5916 -6.5604 -3.0323  -0.71
O8 3.0736 -4.9223 -4.3484  -0.27
C14 2.5949 -6.0017 -5.2897  -0.75
H25 5.5021 -2.3240 -1.7709  0.54
H26 4.0083 -2.3291 -0.7000  0.31
H27 4.2473 -1.1190 -1.9595  -0.01
H28 4.2174 -2.8097 -3.8123  0.26
H29 2.7468 -2.7147 -2.7857  -0.37
H30 1.8456 -6.5975 -4.7939  0.17
H31 3.3335 -6.7093 -5.5692  0.40
H32 2.2398 -5.4228 -6.1066  0.28
C15 1.3629 4.0714 -3.7898  0.17
C16 0.2076 3.4348 -4.5068  0.13
O9 -0.8861 4.4553 -4.7347  -0.45
C17 -1.8223 4.4582 -3.8183  0.40
O10 -1.7867 3.8266 -2.7729  0.07
O11 -2.8621 5.1660 -4.1075  -0.33
C18 -2.8317 5.7562 -5.4185  -0.84
H33 1.8493 4.8248 -4.4076  0.43
H34 2.0580 3.2463 -3.4728  -0.28
H35 0.9143 4.5235 -2.9116  -0.27
H36 -0.2174 2.6167 -3.9584  -0.18
H37 0.3969 3.1188 -5.5648  0.32
H38 -2.7107 4.9498 -6.1735  0.30
H39 -2.0518 6.4653 -5.5678  0.31
H40 -3.7968 6.3055 -5.4801  0.27
C19 0.5304 -9.2233 -1.0860  -1.27
C20 1.1567 -7.8532 -1.2419  0.15
O12 0.1709 -6.8766 -0.8382  -0.41
C21 -0.0426 -5.8216 -1.6009  0.62
O13 0.4389 -5.5289 -2.6706  -0.53
O14 -0.9790 -5.1093 -1.0141  -0.35
C22 -1.1797 -3.7866 -1.4293  0.33
H41 1.2735 -10.0050 -0.9595  0.38
H42 -0.1300 -9.4544 -1.9329  0.30
H43 -0.0153 -9.1666 -0.1500  0.32
H44 1.5658 -7.6633 -2.2340  0.09
H45 1.8911 -7.6953 -0.4954  0.30
H46 -1.1988 -3.6888 -2.5071  -0.29
H47 -0.2753 -3.2154 -1.1587  0.22
H48 -2.0995 -3.4069 -0.9729  0.08
C23 4.0830 1.8541 3.5267  -0.73
C24 4.2418 0.3905 3.1411  -0.04
O15 5.2787 0.2608 2.0684  -0.20
C25 6.5181 0.3051 2.4581  0.63
O16 6.9525 0.4898 3.5586  -0.60
O17 7.3768 0.0278 1.4649  -0.38
C26 6.8064 -0.5570 0.2370  -0.49
H49 3.5660 1.9556 4.5093  0.29
H50 3.5126 2.4017 2.7824  -0.07
H51 5.0751 2.2834 3.7772  0.45
H52 3.3743 0.0236 2.5828  -0.12
H53 4.6164 -0.2085 3.9957  0.56
H54 6.0409 -0.0229 -0.2754  0.08
H55 6.4177 -1.5369 0.4851  0.33
H56 7.6594 -0.6431 -0.4124  0.33
C27 6.2523 4.3695 -4.9162  -0.97
C28 6.3166 2.8508 -4.7288  -0.26
O18 6.3617 2.5803 -3.3217  -0.42
C29 5.1724 2.3265 -2.7386  0.64
O19 4.1857 1.9465 -3.2968  -0.30
O20 5.2688 2.4435 -1.4147  -0.44
C30 4.0347 2.1727 -0.6677  0.53
H57 5.3680 4.6685 -4.3885  0.23
H58 6.2510 4.6035 -6.0004  0.34
H59 7.0644 4.8576 -4.4375  0.33
H60 7.2542 2.3886 -5.0217  0.31
H61 5.5342 2.2657 -5.1747  0.29
H62 4.1665 2.6651 0.2925  0.08
H63 4.0128 1.0733 -0.5807  -0.14
H64 3.1407 2.4658 -1.2290  -0.16
C31 -7.0710 -4.7762 2.5583  -1.31
C32 -6.1099 -4.0154 1.6104  -0.17
O21 -4.7853 -4.0331 2.1791  -0.44
C33 -3.8663 -3.2434 1.6579  0.99
O22 -4.0000 -2.5483 0.6188  -0.74
O23 -2.8430 -3.3307 2.5057  -0.48
C34 -1.6602 -2.5700 2.2446  1.02
H65 -8.0923 -4.6303 2.2299  0.38
H66 -6.9031 -4.4475 3.5589  0.31
H67 -6.8277 -5.8432 2.4929  0.32
H68 -6.2951 -2.9459 1.4119  0.32
H69 -6.1219 -4.5203 0.6587  0.38
H70 -1.8722 -1.8026 1.5175  -0.32
H71 -0.8760 -3.1885 1.7893  0.58
H72 -1.3065 -2.0981 3.1267  -0.93
C35 -0.5898 -4.3048 -5.3771  -1.37
C36 0.3742 -3.1977 -4.9873  0.53
O24 -0.3221 -1.8654 -4.9952  -0.39
C37 0.1632 -0.8435 -4.3786  0.48
O25 -0.3876 0.2405 -4.3553  -0.52
O26 1.3213 -1.0095 -3.8049  0.16
C38 1.8491 0.2901 -3.3721  0.89
H73 -0.8237 -4.3487 -6.4672  0.43
H74 -1.5028 -4.2460 -4.7996  0.20
H75 -0.0766 -5.2153 -5.0837  0.21
H76 1.2390 -3.0027 -5.6311  0.50
H77 0.8123 -3.4061 -3.9949  -0.26
H78 2.0898 0.8904 -4.2316  0.72
H79 2.8091 0.0042 -2.8772  -1.17
H80 1.0881 0.7586 -2.7604  -0.46
C39 0.8627 4.7974 1.6969  -0.90
C40 0.7562 4.6798 0.1373  0.36
O27 -0.0844 5.6654 -0.4705  -0.42
C41 -1.3724 5.4974 -0.4170  0.70
O28 -1.9403 4.7047 0.2775  -0.48
O29 -1.8989 6.4472 -1.1711  -0.42
C42 -3.3345 6.5904 -1.3099  -0.51
H81 1.1989 3.8513 2.1102  -0.05
H82 -0.1734 4.9182 2.0224  0.31
H83 1.5437 5.5970 1.9583  0.42
H84 0.2664 3.7321 -0.0988  -0.25
H85 1.6504 4.7247 -0.5164  0.40
H86 -3.4886 7.4297 -1.9585  0.23
H87 -3.8523 6.7891 -0.3373  0.24
H88 -3.5939 5.6470 -1.8166  0.16
C43 1.4641 -0.4700 5.9232  -0.49
C44 0.6988 -1.6007 5.1529  0.33
O30 -0.3679 -2.1182 5.9622  -0.44
C45 -1.6290 -1.7170 5.7358  0.66
O31 -1.9853 -0.8934 4.9289  -0.04
O32 -2.4302 -2.3697 6.5810  -0.42
C46 -3.8255 -2.0660 6.5690  -0.54
H89 0.6241 0.1351 6.2269  0.01
H90 2.1098 0.1416 5.2586  -0.19
H91 2.0906 -0.7989 6.7574  0.39
H92 1.1546 -2.5715 4.9782  0.45
H93 0.2879 -1.0824 4.2905  -0.34
H94 -4.3261 -2.5535 5.6973  0.14
H95 -4.0464 -1.0163 6.4862  0.26
H96 -4.2916 -2.5277 7.4406  0.32

spin multiplicity: 1
max |F|: 4.2 eV/Å
frontier orbital gap: 10.275 eV
lowest unoccupied orbital energy: 0.47 eV

---

[3]
A cluster of 7 separate species, C33H63BClN3O10P in total at a distorted geometry. Source: the OMol25 dataset; level of theory: ωB97M-V/def2-TZVPD.

Each line ends with the Mulliken charge.
Atoms and positions in Å:
C1 -1.1991 -0.7017 5.1364  -1.39
C2 -0.7057 -1.5967 3.9590  0.44
C3 0.8365 -1.6405 3.9008  -1.00
C4 1.4637 -1.7183 2.4845  -0.09
O1 0.5014 -1.8376 1.4027  -0.41
C5 0.7519 -1.0580 0.3524  0.04
C6 0.7573 0.3367 0.3842  -0.50
C7 0.4560 1.0982 1.6760  2.21
Cl1 1.9710 1.7078 2.4639  -0.17
C8 -0.6130 2.2136 1.4805  -0.67
C9 -1.7015 2.1022 2.5719  -1.32
C10 1.0361 0.9785 -0.8337  2.00
C11 1.1053 2.5090 -0.9621  -0.73
O2 0.4675 3.0594 -1.8197  -0.47
O3 1.8695 3.1917 -0.0684  -0.58
B1 3.2657 3.1366 -0.3026  0.63
C12 4.1392 1.8147 -0.3749  -0.86
O4 3.8952 4.3558 -0.4443  -0.31
C13 1.2489 0.2555 -2.0190  0.04
P1 1.5811 0.9744 -3.6940  0.38
N1 0.3226 0.6582 -4.5932  -0.73
C14 1.1867 -1.1056 -1.9399  -0.52
N2 0.9637 -1.7347 -0.7955  0.37
C15 0.9109 -3.2212 -0.7484  -0.59
N3 1.4588 -3.8376 -1.9348  -0.45
H1 -1.0800 0.3382 4.7967  0.21
H2 -0.6327 -0.8659 6.0559  0.39
H3 -2.2788 -0.8494 5.2470  0.37
H4 -1.1943 -1.2047 3.0587  0.12
H5 -1.0620 -2.6250 4.1474  0.12
H6 1.2008 -2.4812 4.5023  0.44
H7 1.2285 -0.7351 4.3907  0.38
H8 2.1208 -0.8504 2.3546  0.04
H9 2.1394 -2.5862 2.4655  0.50
H10 0.0471 0.3812 2.3926  -1.77
H11 -0.1200 3.1877 1.5754  0.32
H12 -1.0683 2.1364 0.4861  0.45
H13 -2.5645 2.6989 2.2457  0.46
H14 -1.3771 2.5282 3.5262  0.32
H15 -2.0481 1.0697 2.6934  0.29
H16 3.8816 1.1636 0.4737  0.26
H17 5.2143 1.9970 -0.4303  0.39
H18 3.8209 1.2491 -1.2692  0.21
H19 4.6153 4.3202 0.2040  0.24
H20 2.7109 0.3696 -4.2951  0.17
H21 1.8237 2.3571 -3.5930  0.09
H22 0.6307 0.0947 -5.3824  0.25
H23 1.3196 -1.6598 -2.8675  0.44
H24 1.5490 -3.5182 0.0971  0.20
H25 -0.1187 -3.5688 -0.6061  0.34
H26 1.5205 -4.8397 -1.8105  0.25
H27 2.3506 -3.4422 -2.2059  0.18
C16 3.1751 7.2207 -1.2901  -0.87
C17 3.6692 8.5753 -0.8419  0.71
O5 4.8522 8.8137 -0.7550  -0.57
C18 2.6280 9.6142 -0.5077  -1.01
H28 4.0257 6.5779 -1.4953  0.23
H29 2.5731 6.7654 -0.5032  0.20
H30 2.5832 7.3230 -2.2019  0.40
H31 1.9998 9.2631 0.3123  0.34
H32 2.0122 9.8207 -1.3844  0.27
H33 3.1192 10.5346 -0.2011  0.29
C19 1.9482 14.5752 -1.0633  -1.13
C20 1.1588 13.2906 -1.0217  0.87
O6 1.2095 12.5495 -0.0673  -0.54
C21 0.3026 12.9698 -2.2226  -1.13
H34 2.5160 14.6795 -0.1410  0.30
H35 2.6431 14.5591 -1.9046  0.32
H36 1.2717 15.4261 -1.1584  0.34
H37 0.9267 12.8847 -3.1138  0.31
H38 -0.4448 13.7513 -2.3677  0.38
H39 -0.2078 12.0223 -2.0591  0.28
C22 -1.7801 -4.2311 -3.9773  -0.88
C23 -2.1428 -5.1049 -2.8033  0.88
O7 -1.4408 -5.1501 -1.8128  -0.50
C24 -3.4049 -5.9147 -2.9099  -1.08
H40 -0.8490 -3.7073 -3.7635  0.05
H41 -1.6419 -4.8442 -4.8689  0.36
H42 -2.5672 -3.4959 -4.1523  0.34
H43 -3.3351 -6.6012 -3.7554  0.38
H44 -4.2622 -5.2557 -3.0365  0.18
H45 -3.5425 -6.4929 -1.9992  0.27
C25 2.8334 -6.2832 1.5390  -0.46
C26 3.6206 -6.6866 0.3161  0.82
O8 3.5759 -6.0408 -0.7093  -0.54
C27 4.4658 -7.9280 0.4237  -1.22
H46 2.2699 -5.3759 1.3255  -0.24
H47 2.1332 -7.0744 1.8101  0.35
H48 3.5113 -6.0882 2.3713  0.37
H49 3.8353 -8.7900 0.6469  0.33
H50 5.2135 -7.8034 1.2085  0.34
H51 4.9751 -8.1011 -0.5220  0.32
C28 -2.1665 -7.0035 4.4081  -1.22
C29 -2.0610 -5.6630 3.7280  0.88
O9 -1.2103 -4.8592 4.0436  -0.56
C30 -3.0586 -5.3630 2.6375  -1.05
H52 -1.3915 -7.0852 5.1677  0.30
H53 -3.1412 -7.1024 4.8880  0.36
H54 -2.0305 -7.8034 3.6786  0.35
H55 -4.0718 -5.3912 3.0413  0.37
H56 -2.9612 -6.0917 1.8313  0.33
H57 -2.8677 -4.3687 2.2366  0.20
C31 -7.5964 -3.9999 -0.8284  -1.06
C32 -7.2568 -4.8387 -2.0352  0.87
O10 -6.3786 -5.6718 -1.9981  -0.54
C33 -8.0579 -4.5958 -3.2895  -1.15
H58 -6.9462 -4.2783 -0.0009  0.23
H59 -7.4463 -2.9429 -1.0545  0.33
H60 -8.6328 -4.1716 -0.5345  0.34
H61 -7.9277 -3.5645 -3.6217  0.32
H62 -9.1141 -4.7931 -3.1014  0.37
H63 -7.7106 -5.2643 -4.0749  0.30

spin multiplicity: 1
max |F|: 2.6 eV/Å
net charge: +1
frontier orbital gap: 6.521 eV
lowest unoccupied orbital energy: -4.02 eV

---

Question: Number 3 is which compound?
Answer: C33H63BClN3O10P

---

Question: Among the records above, which one has the lowest lowest unoccupied orbital energy?
Answer: C33H63BClN3O10P

---

Question: The highest frontier orbital gap belongs to which entry?
Answer: C46H96AsF6NO32

---

Question: Which value of max |F| does entry 3 give?
Answer: 2.6 eV/Å